Entry 1:
Computed, not measured: a molecular structure, C37H39N3O4SSiW at a distorted geometry, with ωB97M-V/def2-TZVPD.

Geometry as XYZ:
```
86
Properties=species:S:1:pos:R:3:lowdin_charge:R:1
W -0.37 0.69 -0.23 1.70
O 1.70 -0.25 -0.40 -0.15
C 2.18 -0.42 1.00 -0.28
C 0.86 -0.69 1.79 -0.52
O 0.81 -0.67 2.98 0.19
O -0.22 -0.87 0.97 -0.21
C 2.78 0.89 1.47 -0.18
C 2.83 2.03 0.67 -0.05
C 3.36 3.22 1.17 -0.07
C 3.85 3.27 2.46 -0.05
C 3.81 2.13 3.26 -0.03
C 3.30 0.95 2.77 -0.01
C 3.07 -1.62 1.15 -0.15
C 4.44 -1.48 0.94 -0.01
C 5.28 -2.58 1.02 -0.04
C 4.75 -3.83 1.31 -0.05
C 3.39 -3.98 1.51 -0.05
C 2.55 -2.88 1.42 -0.02
H 2.48 -0.09 -0.95 0.14
H 2.49 2.01 -0.36 0.10
H 3.41 4.08 0.53 0.11
H 4.27 4.19 2.84 0.12
H 4.21 2.16 4.27 0.12
H 3.28 0.07 3.40 0.13
H 4.86 -0.50 0.75 0.13
H 6.34 -2.46 0.87 0.12
H 5.41 -4.69 1.39 0.12
H 2.98 -4.95 1.75 0.11
H 1.49 -3.02 1.58 0.12
C -2.83 4.15 0.69 -0.15
Si -1.04 3.71 0.87 0.44
C -0.79 2.48 2.25 -0.13
C 0.00 5.21 1.13 -0.14
N -0.44 2.67 -0.47 -0.23
C -0.46 2.96 -1.85 -0.37
C -1.05 4.11 -2.39 -0.02
C -1.11 4.27 -3.76 -0.04
C -0.62 3.29 -4.62 -0.05
C -0.01 2.16 -4.11 -0.06
C 0.09 2.03 -2.73 -0.10
H -3.18 4.54 1.65 0.05
H -3.47 3.31 0.43 0.02
H -3.00 4.94 -0.05 0.04
H -1.68 2.21 2.81 0.06
H 0.00 2.76 2.94 0.06
H -0.40 1.52 1.84 -0.03
H -0.51 5.88 1.83 0.05
H 0.18 5.77 0.22 0.04
H 0.96 4.94 1.57 0.02
H -1.46 4.87 -1.74 0.10
H -1.55 5.17 -4.16 0.12
H -0.67 3.45 -5.69 0.12
H 0.43 1.43 -4.77 0.11
H 0.73 1.22 -2.36 0.08
C -1.06 -6.89 0.91 -0.02
C -0.80 -5.63 0.13 -0.23
C -1.80 -4.65 0.02 0.00
C -1.58 -3.49 -0.68 -0.06
C -0.33 -3.29 -1.28 -0.43
C 0.69 -4.24 -1.17 -0.07
C 0.43 -5.41 -0.48 -0.02
S 0.03 -1.90 -2.26 1.06
C -0.95 -2.22 -3.71 -0.18
O -0.78 -0.69 -1.67 -0.65
H -2.12 -7.11 0.96 0.09
H -0.70 -6.77 1.93 0.10
H -0.54 -7.73 0.47 0.09
H -2.75 -4.81 0.50 0.13
H -2.35 -2.73 -0.77 0.11
H 1.65 -4.07 -1.62 0.12
H 1.20 -6.17 -0.41 0.13
H -1.99 -2.38 -3.41 0.08
H -0.53 -3.11 -4.17 0.08
H -0.87 -1.36 -4.38 0.06
N -7.77 -0.05 0.08 0.22
C -6.63 0.11 0.05 -0.14
C -5.20 0.30 0.03 -0.17
C -4.44 -0.10 1.12 0.04
C -3.07 0.09 1.07 -0.07
N -2.48 0.66 -0.01 -0.10
C -3.22 1.04 -1.07 -0.09
C -4.59 0.87 -1.09 0.04
H -4.88 -0.54 2.00 0.14
H -2.42 -0.21 1.89 0.13
H -2.70 1.50 -1.90 0.12
H -5.16 1.19 -1.94 0.14
```

## Properties
Gap between HOMO and LUMO (alpha / beta): 6.47 / 7.21 eV
ΔE to the lowest compared entry with this formula, charge and spin: 119.6 kJ/mol
<S²>: 2.0186
Multiplicity: 3
Total charge: +2

=====

Entry 2:
Computed, not measured: a molecular structure, C37H40AlNOP3 at a distorted geometry, with ωB97M-V/def2-TZVPD.

Geometry as XYZ:
```
83
Properties=species:S:1:pos:R:3:lowdin_charge:R:1
C -1.72 3.11 -3.36 -0.03
C -1.45 1.92 -2.71 -0.22
C -0.07 1.50 -2.88 -0.21
C 0.97 2.51 -2.65 -0.19
C 0.62 3.82 -3.09 -0.01
C -0.66 4.04 -3.59 -0.08
C 2.17 2.04 -2.17 0.01
C 2.50 0.72 -2.41 -0.18
C 1.46 -0.19 -2.85 -0.19
C 1.67 -1.63 -2.66 -0.18
C 2.97 -2.09 -2.89 -0.04
C 4.03 -1.15 -2.86 -0.09
C 3.80 0.16 -2.49 -0.03
H -2.74 3.35 -3.69 0.12
H 1.41 4.57 -3.08 0.12
H -0.88 4.93 -4.19 0.11
H 2.78 2.64 -1.47 0.15
H 3.21 -3.14 -3.12 0.12
H 5.02 -1.47 -3.19 0.11
H 4.62 0.85 -2.35 0.11
N 0.37 0.36 -3.41 0.20
Al -0.01 0.40 0.65 0.18
C -2.48 1.14 -1.95 -0.25
H -2.66 0.17 -2.44 0.09
H -3.46 1.67 -1.96 0.10
C 0.44 -2.52 -2.31 -0.27
H -0.43 -2.14 -2.88 0.09
H 0.60 -3.56 -2.65 0.09
P -2.20 0.75 -0.10 0.84
P 0.09 -2.64 -0.52 0.80
C 1.28 -3.84 0.13 -0.23
H 1.22 -3.90 1.22 0.03
H 1.04 -4.81 -0.32 0.05
H 2.31 -3.55 -0.16 0.06
C -1.62 -3.20 -0.29 -0.22
H -1.65 -4.28 -0.50 0.06
H -1.97 -3.01 0.74 0.02
H -2.29 -2.67 -1.00 0.04
C -2.67 2.44 0.54 -0.24
H -3.77 2.57 0.48 0.06
H -2.32 2.55 1.58 0.04
H -2.16 3.19 -0.10 0.06
C -3.70 -0.19 0.40 -0.23
H -3.60 -0.54 1.45 0.03
H -4.59 0.46 0.34 0.06
H -3.84 -1.07 -0.24 0.04
H 0.75 1.21 -0.39 -0.07
H 0.38 -1.32 0.20 -0.17
O 0.27 0.82 2.34 -0.41
P 0.30 0.16 3.77 0.93
C -1.20 -0.84 3.85 -0.25
C -2.40 -0.19 4.19 -0.07
C -3.61 -0.90 4.26 -0.07
C -3.65 -2.25 3.90 -0.07
C -2.49 -2.89 3.45 -0.08
C -1.27 -2.20 3.47 -0.07
C 1.89 -0.59 3.84 -0.27
C 2.24 -1.70 3.05 -0.08
C 3.43 -2.38 3.30 -0.05
C 4.34 -1.87 4.26 -0.05
C 4.08 -0.64 4.89 -0.05
C 2.87 0.01 4.65 -0.06
C 0.15 1.59 4.81 -0.31
C 0.10 1.40 6.21 -0.08
C -0.13 2.49 7.05 -0.06
C -0.29 3.76 6.51 -0.06
C -0.23 3.97 5.12 -0.05
C 0.03 2.88 4.28 -0.05
H -2.39 0.86 4.48 0.11
H -4.52 -0.39 4.59 0.12
H -4.58 -2.81 3.95 0.12
H -2.53 -3.93 3.11 0.12
H -0.34 -2.73 3.26 0.10
H 1.53 -2.09 2.31 0.05
H 3.64 -3.33 2.77 0.12
H 5.23 -2.44 4.51 0.11
H 4.78 -0.25 5.64 0.12
H 2.66 0.95 5.14 0.11
H 0.22 0.42 6.66 0.12
H -0.17 2.38 8.14 0.12
H -0.49 4.64 7.13 0.11
H -0.38 4.95 4.65 0.12
H 0.11 3.01 3.20 0.11
```

## Properties
Gap between HOMO and LUMO: 3.70 eV
Multiplicity: 1
Total charge: +1

=====

Entry 3:
Computed, not measured: a molecular structure, C37H40BaBrN5O6 at a distorted geometry, with ωB97M-V/def2-TZVPD.

Geometry as XYZ:
```
90
Properties=species:S:1:pos:R:3:lowdin_charge:R:1
Ba -1.17 1.42 0.08 2.03
O -5.45 1.46 -1.93 -0.05
C -4.30 1.34 -1.47 -0.50
N -3.67 1.98 -0.49 -0.06
C -4.29 3.02 0.25 -0.21
C -5.65 3.35 0.15 -0.04
C -6.22 4.36 0.91 -0.14
C -5.45 5.07 1.81 -0.14
C -4.10 4.78 1.93 -0.05
C -3.48 3.77 1.18 -0.21
N -2.14 3.40 1.38 -0.10
C -1.25 4.21 1.96 -0.52
O -1.34 5.41 2.27 -0.04
C 0.09 3.53 2.28 -0.21
C 1.20 4.32 2.54 -0.02
C 2.40 3.71 2.87 -0.07
C 2.45 2.33 2.99 -0.07
C 1.29 1.62 2.73 -0.15
N 0.14 2.20 2.37 0.00
C -3.44 0.29 -2.20 -0.20
C -3.82 -0.09 -3.49 -0.03
C -3.05 -1.01 -4.18 -0.08
C -1.92 -1.55 -3.56 -0.06
C -1.62 -1.14 -2.28 -0.13
N -2.36 -0.24 -1.62 -0.02
H -6.24 2.79 -0.55 0.08
H -7.28 4.58 0.79 0.08
H -5.88 5.87 2.41 0.08
H -3.48 5.34 2.61 0.09
H 1.09 5.39 2.46 0.11
H 3.29 4.31 3.05 0.10
H 3.36 1.81 3.25 0.09
H 1.27 0.53 2.80 0.11
H -4.71 0.36 -3.90 0.11
H -3.31 -1.30 -5.19 0.10
H -1.28 -2.26 -4.07 0.10
H -0.76 -1.52 -1.75 0.10
C 2.53 -5.18 3.89 -0.06
C 1.29 -5.32 2.98 -0.57
C 1.58 -6.41 1.93 -0.06
C 0.12 -5.80 3.84 -0.08
C 1.00 -3.99 2.30 -0.20
C -0.17 -3.28 2.49 -0.10
C -0.35 -2.07 1.85 -0.56
Br -1.98 -1.12 2.16 0.76
C 0.58 -1.46 0.97 -0.45
O 0.32 -0.32 0.43 -0.47
C 1.78 -2.22 0.77 -0.08
C 1.94 -3.43 1.43 0.00
C 2.88 -1.67 -0.15 -0.53
C 2.34 -1.47 -1.57 -0.04
C 3.38 -0.34 0.42 -0.04
C 4.08 -2.62 -0.24 -0.08
H 2.75 -6.12 4.39 0.07
H 2.35 -4.41 4.65 0.09
H 3.40 -4.88 3.31 0.07
H 1.79 -7.37 2.42 0.07
H 2.44 -6.15 1.32 0.07
H 0.72 -6.53 1.27 0.09
H 0.37 -6.76 4.30 0.08
H -0.78 -5.92 3.25 0.08
H -0.09 -5.09 4.65 0.08
H -0.96 -3.64 3.14 0.08
H 2.86 -3.97 1.27 0.08
H 1.52 -0.76 -1.60 0.05
H 1.98 -2.42 -1.98 0.09
H 3.12 -1.09 -2.23 0.09
H 2.58 0.41 0.45 0.05
H 4.18 0.06 -0.21 0.08
H 3.77 -0.48 1.43 0.09
H 3.79 -3.60 -0.63 0.08
H 4.57 -2.76 0.73 0.08
H 4.80 -2.18 -0.93 0.08
C 3.07 3.12 -2.04 -0.17
O 2.41 2.51 -0.96 -0.14
H 2.37 3.49 -2.80 0.07
H 3.77 2.44 -2.54 0.07
H 3.64 3.97 -1.65 0.07
H 1.75 1.90 -1.33 0.03
O -0.29 1.99 -1.94 -0.38
C -0.07 1.77 -3.15 -0.52
C -0.97 2.36 -4.22 -0.08
C -0.38 1.79 -5.50 -0.10
C 0.83 0.99 -4.99 -0.51
O 1.58 0.39 -5.75 0.00
N 0.93 1.03 -3.62 0.18
H -0.94 3.44 -4.15 0.12
H -2.00 2.05 -4.02 0.11
H -0.03 2.54 -6.20 0.11
H -1.05 1.12 -6.03 0.11
```

## Properties
Gap between HOMO and LUMO: 5.61 eV
Multiplicity: 1
Total charge: -2

=====

Entry 4:
Computed, not measured: a molecular structure, C37H40F5N7PSSe2Tl, with ωB97M-V/def2-TZVPD.

Geometry as XYZ:
```
94
Properties=species:S:1:pos:R:3:lowdin_charge:R:1
Tl 0.40 -0.85 -0.37 0.58
C 3.38 -1.94 1.98 -0.14
N 2.53 -2.55 1.00 -0.09
C 2.99 -3.55 0.09 -0.18
C 3.52 -2.97 -1.19 -0.35
N 4.15 -1.84 -1.32 0.19
C 4.44 -1.76 -2.67 -0.23
C 5.09 -0.75 -3.38 -0.03
C 5.22 -0.90 -4.75 -0.12
C 4.72 -2.03 -5.41 -0.12
C 4.07 -3.04 -4.72 -0.03
C 3.95 -2.88 -3.35 -0.20
N 3.39 -3.67 -2.36 0.12
C 3.00 -0.50 2.17 -0.30
N 2.65 0.33 1.23 0.13
C 2.38 1.53 1.88 -0.23
C 1.93 2.74 1.35 -0.01
C 1.71 3.78 2.24 -0.10
C 1.92 3.63 3.62 -0.11
C 2.37 2.43 4.15 -0.05
C 2.59 1.39 3.26 -0.21
N 3.00 0.08 3.42 0.16
H 4.42 -1.98 1.65 0.13
H 3.32 -2.45 2.96 0.12
H 1.63 -2.81 1.38 0.03
H 2.14 -4.19 -0.14 0.08
H 3.78 -4.21 0.50 0.13
H 5.44 0.14 -2.86 0.11
H 5.70 -0.12 -5.33 0.09
H 4.83 -2.10 -6.49 0.09
H 3.67 -3.90 -5.24 0.10
H 2.67 -4.37 -2.52 0.08
H 1.75 2.84 0.29 0.11
H 1.34 4.73 1.86 0.10
H 1.72 4.46 4.28 0.09
H 2.52 2.32 5.22 0.10
H 3.15 -0.40 4.29 0.16
F -4.72 -3.89 -5.10 0.09
C -3.57 -3.81 -4.40 -0.16
C -3.43 -2.89 -3.39 -0.15
F -4.45 -2.07 -3.08 0.10
C -2.24 -2.82 -2.68 -0.24
F -2.17 -1.90 -1.70 -0.01
C -1.14 -3.64 -2.93 -0.57
S 0.34 -3.57 -2.03 0.56
C -1.34 -4.56 -3.97 -0.25
F -0.36 -5.42 -4.32 0.05
C -2.51 -4.65 -4.69 -0.16
F -2.64 -5.55 -5.68 0.08
Se -0.23 -4.11 4.43 0.28
C -0.33 -3.16 2.90 -0.99
N -0.35 -2.52 1.92 -0.02
Se -0.70 1.23 -3.07 0.41
C -0.54 3.10 -3.00 -0.78
C -1.61 3.97 -3.29 -0.17
C -1.44 5.34 -3.21 -0.21
N -0.31 5.96 -2.86 0.00
C 0.71 5.14 -2.58 -0.20
C 0.65 3.76 -2.63 -0.16
H -2.57 3.56 -3.57 0.08
H -2.28 6.00 -3.44 0.08
H 1.64 5.62 -2.29 0.09
H 1.52 3.16 -2.38 0.08
C -0.73 0.65 4.26 -0.13
C -1.26 1.59 3.17 -0.54
C -2.13 2.70 3.75 -0.11
P -1.87 0.52 1.78 1.01
C -3.13 -0.63 2.51 -0.55
C -3.73 -1.45 1.36 -0.12
C -4.22 -0.10 3.45 -0.11
C -2.74 1.64 0.58 -0.54
C -4.12 2.22 0.93 -0.11
C -1.76 2.73 0.17 -0.14
H -0.11 1.21 4.97 0.06
H -0.14 -0.16 3.84 0.06
H -1.55 0.20 4.82 0.07
H -0.39 2.08 2.71 0.06
H -3.06 2.32 4.18 0.06
H -2.38 3.45 3.01 0.05
H -1.58 3.21 4.56 0.07
H -2.50 -1.32 3.09 0.07
H -4.43 -0.86 0.77 0.07
H -4.27 -2.32 1.76 0.08
H -2.95 -1.82 0.69 0.05
H -4.83 0.67 2.99 0.05
H -3.80 0.30 4.37 0.05
H -4.88 -0.93 3.73 0.07
H -2.87 0.99 -0.29 0.09
H -4.14 2.69 1.91 0.05
H -4.90 1.46 0.90 0.06
H -4.38 2.98 0.19 0.07
H -1.57 3.44 0.99 0.07
H -2.14 3.30 -0.68 0.07
H -0.80 2.31 -0.14 0.03
```

## Properties
Gap between HOMO and LUMO: 5.86 eV
ΔE to the lowest compared entry with this formula, charge and spin: 0.0 kJ/mol
Multiplicity: 1
Total charge: -2

=====

Entry 5:
Computed, not measured: a molecular structure, C37H40KN5O7SSb2 at a distorted geometry, with ωB97M-V/def2-TZVPD.

Geometry as XYZ:
```
93
Properties=species:S:1:pos:R:3:lowdin_charge:R:1
K 0.34 1.02 1.73 0.83
C -0.79 -1.37 -2.66 -0.40
C -2.15 -0.70 -2.90 -0.34
C -1.99 0.81 -2.67 -0.35
Sb -2.26 1.61 -0.67 1.59
C -3.09 3.46 -1.44 -0.34
C -2.48 4.13 -2.51 -0.12
C -3.05 5.27 -3.05 -0.11
C -4.24 5.77 -2.53 -0.13
C -4.84 5.14 -1.45 -0.11
C -4.26 3.99 -0.91 -0.13
C -4.31 0.74 -0.69 -0.35
C -5.19 0.86 -1.76 -0.14
C -6.43 0.22 -1.76 -0.11
C -6.81 -0.56 -0.67 -0.12
C -5.95 -0.68 0.41 -0.11
C -4.72 -0.03 0.40 -0.14
Sb -0.59 -3.44 -2.10 1.49
C -2.65 -4.07 -2.39 -0.41
C -3.28 -4.73 -1.34 -0.15
C -4.60 -5.14 -1.43 -0.11
C -5.32 -4.89 -2.59 -0.12
C -4.72 -4.22 -3.65 -0.10
C -3.39 -3.82 -3.55 -0.14
C 0.03 -4.09 -4.08 -0.37
C -0.56 -5.16 -4.75 -0.15
C -0.13 -5.56 -6.01 -0.12
C 0.91 -4.88 -6.64 -0.12
C 1.53 -3.83 -5.98 -0.10
C 1.10 -3.44 -4.72 -0.14
H -0.28 -0.82 -1.87 0.01
H -0.19 -1.30 -3.57 0.04
H -2.95 -1.14 -2.30 0.08
H -2.45 -0.86 -3.94 0.10
H -2.71 1.36 -3.28 0.04
H -0.99 1.13 -2.97 0.05
H -1.53 3.75 -2.89 0.08
H -2.57 5.77 -3.88 0.09
H -4.69 6.66 -2.96 0.08
H -5.76 5.53 -1.03 0.09
H -4.74 3.50 -0.07 0.09
H -4.92 1.47 -2.61 0.09
H -7.10 0.33 -2.60 0.09
H -7.77 -1.07 -0.67 0.08
H -6.25 -1.27 1.27 0.09
H -4.08 -0.09 1.28 0.07
H -2.72 -4.92 -0.43 0.08
H -5.07 -5.65 -0.60 0.09
H -6.36 -5.19 -2.66 0.09
H -5.28 -4.01 -4.55 0.09
H -2.93 -3.31 -4.39 0.10
H -1.38 -5.70 -4.28 0.09
H -0.61 -6.39 -6.51 0.09
H 1.24 -5.18 -7.62 0.09
H 2.35 -3.30 -6.45 0.10
H 1.61 -2.63 -4.21 0.07
O -3.59 2.45 2.34 0.01
C -2.60 2.43 3.03 -0.52
C -2.11 3.63 3.85 -0.09
C -0.94 3.07 4.65 -0.09
C -0.73 1.70 4.02 -0.60
O 0.26 0.99 4.24 -0.10
N -1.73 1.37 3.19 0.04
H -2.93 4.03 4.45 0.11
H -1.81 4.41 3.14 0.12
H -1.19 2.92 5.70 0.11
H -0.02 3.66 4.59 0.11
O 1.49 2.69 0.54 -0.48
S 1.14 2.03 -0.74 0.27
O 2.32 1.93 -1.64 -0.30
O 0.62 0.66 -0.40 -0.62
O 0.04 2.78 -1.42 -0.45
N -0.10 -1.99 3.67 0.15
C -0.98 -2.40 2.68 -0.68
N -2.03 -1.55 2.47 0.16
O -0.86 -3.47 2.11 -0.02
H -0.04 -1.01 3.91 0.04
H 0.78 -2.49 3.64 0.09
H -1.99 -0.57 2.77 0.04
H -2.56 -1.74 1.64 0.08
N 2.28 -0.14 -2.65 0.11
C 2.86 -1.07 -1.83 -0.39
C 3.94 -0.70 -1.01 -0.02
C 4.55 -1.67 -0.25 -0.11
C 4.08 -2.98 -0.29 -0.12
C 2.99 -3.24 -1.10 -0.19
N 2.39 -2.33 -1.86 0.07
H 2.11 0.84 -2.20 -0.07
H 1.40 -0.49 -3.03 0.03
H 4.26 0.33 -0.99 0.11
H 5.39 -1.41 0.39 0.09
H 4.53 -3.77 0.31 0.08
H 2.55 -4.24 -1.14 0.08
```

## Properties
Gap between HOMO and LUMO: 6.70 eV
ΔE to the lowest compared entry with this formula, charge and spin: 160.8 kJ/mol
Multiplicity: 1
Total charge: -2